Here is an isolated molecule of C5H9NO from the OMol25 dataset. Energies are from wB97M-V/def2-TZVPD.

As for the multiplicity: 1. As for the charge: 0. The value obtained for the energy above the lowest of the compared OMol25 structures with the same formula, charge and spin is 20.72 kcal per mole. As for the LUMO energy: 0.83 eV. The SMILES is CC1(C)CNC1=O. For the frontier orbital gap, the calculation gives 10.44 eV.

```
16
Properties=species:S:1:pos:R:3:forces:R:3
C -1.179474 0.418376 1.043578 -0.1 0.0 0.0
C -0.055539 0.172084 0.053680 -0.1 0.0 0.2
C 0.682796 1.467307 -0.302708 0.1 0.0 0.0
C 0.722999 -1.132505 0.425540 0.0 0.0 0.2
N 0.494774 -1.579949 -0.947461 0.0 -0.1 -0.2
C -0.391032 -0.581199 -1.257678 -0.1 0.0 -0.2
O -1.106769 -0.378737 -2.207847 0.3 -0.1 0.4
H -1.879700 1.182316 0.697945 0.1 -0.1 0.0
H -0.739336 0.744657 1.995404 -0.2 0.0 -0.1
H -1.731313 -0.509675 1.225551 0.0 0.2 0.0
H 1.128538 1.954752 0.571609 -0.1 -0.2 -0.1
H -0.051726 2.161998 -0.731636 0.1 -0.2 0.1
H 1.456212 1.322312 -1.065773 -0.1 -0.1 0.2
H 1.748034 -1.132543 0.798460 0.1 0.4 -0.4
H 0.135553 -1.701065 1.158827 0.1 0.0 -0.2
H 0.765981 -2.408128 -1.457492 -0.2 0.0 0.2
```
Positions in Å, forces in eV/Å.

=====

Here is an isolated molecule of C5H9NO from the OMol25 dataset. Energies are from wB97M-V/def2-TZVPD.

As for the multiplicity: 1. As for the charge: 0. The value obtained for the energy above the lowest of the compared OMol25 structures with the same formula, charge and spin is 84.52 kcal per mole. As for the LUMO energy: 0.51 eV. For the frontier orbital gap, the calculation gives 8.81 eV.

```
16
Properties=species:S:1:pos:R:3:forces:R:3
C -1.296231 -0.814410 -0.917655 0.0 0.0 0.0
C -0.805421 0.070787 0.191640 0.1 0.1 -0.1
O -0.737530 -0.988032 1.545766 0.0 0.0 0.3
C 0.596287 0.472101 0.260572 -0.1 0.1 -0.1
C 1.583393 0.045501 -0.814397 0.1 0.0 -0.1
C 0.815280 1.754885 0.860303 0.2 0.8 0.4
N 0.991974 2.777955 1.385050 -0.2 -0.9 -0.5
H -1.297756 -0.234121 -1.847597 0.0 -0.1 0.1
H -2.310032 -1.172438 -0.724378 0.2 0.1 0.0
H -0.637740 -1.675651 -1.055043 -0.1 0.1 0.0
H -1.537749 0.798985 0.544293 0.1 -0.1 0.0
H -1.139039 -0.560302 2.324258 0.1 -0.1 -0.1
H 0.312223 -0.546271 1.402060 -0.2 -0.1 0.0
H 2.600682 0.298897 -0.502680 -0.2 0.0 0.0
H 1.404164 0.539607 -1.779636 0.0 -0.1 0.1
H 1.558300 -1.037021 -0.981313 0.0 0.2 0.0
```
Positions in Å, forces in eV/Å.

=====

Here is an isolated molecule of C5H9NO from the OMol25 dataset. Energies are from wB97M-V/def2-TZVPD.

As for the multiplicity: 1. As for the charge: 0. The value obtained for the energy above the lowest of the compared OMol25 structures with the same formula, charge and spin is 22.43 kcal per mole. As for the LUMO energy: 0.93 eV. The SMILES is C[C@H]1CN(C)C1=O. For the frontier orbital gap, the calculation gives 10.25 eV.

```
16
Properties=species:S:1:pos:R:3:forces:R:3
C -0.121211 1.267486 1.972286 0.0 0.0 0.0
C -0.412074 0.146457 0.991056 -0.1 0.0 0.1
C -0.756917 0.484724 -0.483459 -0.2 0.1 -0.1
N 0.375765 -0.344134 -0.891795 0.1 -0.1 0.1
C 0.542858 -1.117386 -2.094924 0.1 -0.1 -0.1
C 0.717263 -0.704840 0.389642 0.2 -0.2 0.1
O 1.533252 -1.486951 0.813356 -0.2 0.3 -0.1
H 0.469415 2.066740 1.512420 0.0 -0.1 0.0
H 0.432925 0.886065 2.834896 -0.1 0.0 -0.1
H -1.054921 1.707513 2.340167 0.2 0.0 -0.1
H -1.129181 -0.561332 1.422790 0.0 0.1 -0.1
H -1.720915 0.108057 -0.847096 0.1 0.0 0.1
H -0.647504 1.541471 -0.757739 0.0 -0.2 0.1
H 1.359929 -1.823940 -1.927555 -0.1 0.1 0.0
H -0.372797 -1.682919 -2.317817 0.1 0.1 0.0
H 0.784114 -0.487011 -2.956228 0.0 -0.1 0.1
```
Positions in Å, forces in eV/Å.

=====

Here is a cluster of 3 separate species, C5H9NO in total from the OMol25 dataset. Energies are from wB97M-V/def2-TZVPD.

As for the multiplicity: 1. As for the charge: 0. The value obtained for the energy above the lowest of the compared OMol25 structures with the same formula, charge and spin is 70.26 kcal per mole. As for the LUMO energy: 0.47 eV. The SMILES is C=CC#N.[H][H].CC=O. For the frontier orbital gap, the calculation gives 10.55 eV.

```
16
Properties=species:S:1:pos:R:3:forces:R:3
C -2.090231 -0.298718 -0.607875 0.1 -0.1 0.0
C -1.633650 -0.275151 0.821557 0.2 -0.2 0.1
O -0.771439 -0.991382 1.283275 -0.4 0.4 -0.2
C 1.487664 0.985347 0.575229 0.2 -0.1 -0.1
C 2.451608 0.307448 -0.044894 -0.1 0.1 0.1
C 0.619907 1.887711 -0.131826 -0.6 0.6 -0.5
N -0.108485 2.596048 -0.690192 0.7 -0.7 0.6
H -1.967196 0.699052 -1.046054 0.0 -0.1 0.1
H -3.157417 -0.547810 -0.649733 0.1 0.0 0.0
H -1.513841 -1.032386 -1.176111 -0.1 0.1 0.1
H -2.136266 0.468487 1.475905 0.0 -0.1 -0.1
H 0.680920 -2.186422 -0.176812 0.1 -0.1 -0.1
H 1.277149 0.852137 1.633049 0.1 0.0 -0.2
H 3.066217 -0.396165 0.507706 -0.1 0.1 -0.1
H 2.638541 0.423254 -1.109303 0.0 0.0 0.2
H 1.156517 -2.491456 -0.663917 0.0 0.0 0.0
```
Positions in Å, forces in eV/Å.

=====

Here is a cluster of 2 separate species, C5H9NO in total from the OMol25 dataset. Energies are from wB97M-V/def2-TZVPD.

As for the multiplicity: 1. As for the charge: 0. The value obtained for the energy above the lowest of the compared OMol25 structures with the same formula, charge and spin is 64.69 kcal per mole. As for the LUMO energy: 0.48 eV. The SMILES is C/C(O)=C(/C)C#N.[H][H]. For the frontier orbital gap, the calculation gives 9.28 eV.

```
16
Properties=species:S:1:pos:R:3:forces:R:3
C -1.789712 0.002535 -0.396204 0.1 -0.1 -0.2
C -0.387869 -0.468427 -0.136863 0.3 0.3 -1.0
O -0.190854 -1.751598 0.221182 -0.1 0.0 0.2
C 0.707696 0.317718 -0.257916 -0.1 -0.4 -0.6
C 2.084823 -0.175099 0.108554 0.1 0.0 -0.1
C 0.523957 1.589208 -0.877334 -0.2 0.7 -0.5
N 0.345862 2.582563 -1.450827 0.2 -0.8 0.6
H -1.937561 1.049909 -0.107334 0.2 -0.3 -0.1
H -2.552678 -0.599807 0.115714 0.3 0.0 -0.1
H -1.934953 -0.077878 -1.474136 -0.3 0.1 0.0
H -0.668592 -0.085980 1.998361 0.2 0.4 0.7
H -1.026560 -2.198059 0.410171 0.1 0.2 0.0
H -0.181208 0.331694 1.595060 -0.6 -0.2 1.3
H 2.809680 0.642649 0.148296 -0.2 -0.1 -0.1
H 2.416283 -0.898462 -0.641042 0.2 0.0 0.1
H 2.091562 -0.682279 1.082963 -0.2 0.1 -0.2
```
Positions in Å, forces in eV/Å.

=====

Here is an isolated molecule of C5H9NO from the OMol25 dataset. Energies are from wB97M-V/def2-TZVPD.

As for the multiplicity: 1. As for the charge: 0. The value obtained for the energy above the lowest of the compared OMol25 structures with the same formula, charge and spin is 74.26 kcal per mole. As for the LUMO energy: 0.64 eV. The SMILES is CC/N=C\CC=O. For the frontier orbital gap, the calculation gives 9.55 eV.

```
16
Properties=species:S:1:pos:R:3:forces:R:3
C -1.932483 0.470858 1.327560 -0.1 0.4 0.1
C -1.363015 0.046860 -0.011456 -0.2 -0.2 0.4
N -0.594446 1.128832 -0.660732 0.7 -0.9 -0.5
C 0.567322 0.782321 -1.023069 0.0 0.6 -0.1
C 1.638572 0.053638 -0.266777 0.0 -0.1 -0.1
C 1.824496 -1.408150 -0.533106 0.1 -0.1 0.0
O 0.995818 -2.128352 -1.020280 0.1 0.0 0.0
H -2.221016 1.499237 1.174293 -0.3 0.5 0.4
H -2.761200 -0.068167 1.800147 0.1 -0.2 -0.7
H -1.128511 0.444690 2.076473 0.0 0.1 -0.3
H -0.903269 -0.948019 0.110431 0.5 0.5 -0.4
H -1.935796 0.031536 -0.958213 -1.3 -1.0 1.3
H 0.862661 1.102767 -2.009136 0.7 1.0 -0.1
H 1.556180 0.214242 0.819452 -0.1 -0.1 -0.2
H 2.565397 0.554621 -0.584900 0.0 -0.2 0.3
H 2.829284 -1.776913 -0.240680 -0.1 -0.2 0.0
```
Positions in Å, forces in eV/Å.

=====

Here is a cluster of 2 separate species, C5H9NO in total from the OMol25 dataset. Energies are from wB97M-V/def2-TZVPD.

As for the multiplicity: 1. As for the charge: 0. The value obtained for the energy above the lowest of the compared OMol25 structures with the same formula, charge and spin is 125.66 kcal per mole. As for the LUMO energy (spin up / spin down): 0.62 / 0.62 eV. For the frontier orbital gap (spin up / spin down), the calculation gives 8.48 / 8.48 eV.

```
16
Properties=species:S:1:pos:R:3:forces:R:3
C 0.753105 0.395003 -1.803447 0.0 0.0 0.2
N 0.678272 0.011851 -0.568136 0.1 0.0 -0.1
C 1.147257 -0.219014 0.646802 0.0 0.3 0.0
C -0.159095 -0.828529 0.282319 -0.2 -0.3 0.0
C -1.486725 -0.287780 0.757068 -0.2 -0.1 0.1
O -2.410650 -1.057285 0.915213 0.3 0.3 -0.1
C -1.568657 1.166879 1.160148 -0.1 0.1 0.0
H 2.465262 -1.768858 -1.387204 0.1 -0.1 0.0
H 1.577467 1.030534 -2.100684 -0.1 0.0 0.1
H 0.006235 0.056315 -2.508426 0.0 0.0 0.2
H 2.468381 -1.661160 -0.643143 0.1 -0.1 -0.1
H 1.492546 0.484047 1.390161 0.0 -0.1 -0.1
H -0.202766 -1.887715 0.014875 0.0 0.1 0.1
H -2.617882 1.453712 1.249261 0.2 0.0 0.0
H -1.091095 1.287847 2.140157 -0.1 0.0 -0.1
H -1.051649 1.824152 0.455038 0.0 -0.1 0.1
```
Positions in Å, forces in eV/Å.

=====

Here is an isolated molecule of C5H9NO from the OMol25 dataset. Energies are from wB97M-V/def2-TZVPD.

As for the multiplicity: 1. As for the charge: 0. The value obtained for the energy above the lowest of the compared OMol25 structures with the same formula, charge and spin is 142.60 kcal per mole. As for the LUMO energy: -0.68 eV. For the frontier orbital gap, the calculation gives 8.05 eV.

```
16
Properties=species:S:1:pos:R:3:forces:R:3
C -0.938698 0.352205 -1.523271 0.0 0.0 0.0
C 0.144653 -0.338367 -0.702412 0.0 0.0 0.0
C 1.496121 0.393198 -0.712657 0.0 0.1 0.0
C 0.970578 -0.605918 1.613731 -0.2 0.1 -0.1
C -0.199123 -0.461094 0.763791 -0.1 0.0 0.1
N -1.392961 -0.491677 1.219085 0.3 0.1 -0.4
O -1.276691 -0.571741 2.626359 -0.2 0.0 0.3
H -0.619659 0.454619 -2.567023 0.0 0.0 0.2
H -1.147609 1.352198 -1.128142 0.0 -0.1 0.0
H -1.872705 -0.216380 -1.500116 0.1 0.1 0.0
H 0.302269 -1.354579 -1.088234 0.0 0.1 0.1
H 2.037145 0.290772 -1.655874 -0.1 0.0 0.0
H 1.367484 1.457326 -0.486164 0.0 -0.2 0.0
H 1.169668 0.342962 2.144837 0.0 -0.1 0.0
H 2.150213 -0.052385 0.063200 0.0 0.1 -0.1
H -2.190686 -0.551141 2.932888 0.2 0.0 0.0
```
Positions in Å, forces in eV/Å.

=====

Here is an isolated molecule of C5H9NO from the OMol25 dataset. Energies are from wB97M-V/def2-TZVPD.

As for the multiplicity: 1. As for the charge: 0. The value obtained for the energy above the lowest of the compared OMol25 structures with the same formula, charge and spin is 51.08 kcal per mole. As for the LUMO energy: 0.90 eV. The SMILES is N=C=CCCCO. For the frontier orbital gap, the calculation gives 9.71 eV.

```
16
Properties=species:S:1:pos:R:3:forces:R:3
N 2.260682 0.443968 -1.467824 -0.3 -0.5 0.4
C 1.671042 -0.387150 -0.783459 0.2 0.2 -0.2
C 0.988266 -1.283691 -0.105565 0.1 0.1 -0.2
C -0.529437 -1.257612 -0.018716 -0.1 0.0 0.0
C -1.158200 0.099528 -0.360353 0.1 0.0 -0.1
C -0.922064 1.202085 0.677802 -0.4 0.0 -0.1
O 0.435490 1.450848 0.994929 0.1 -0.1 0.1
H 2.509673 1.291770 -0.955357 0.0 -0.1 0.0
H 1.535428 -2.098752 0.359570 0.0 0.1 -0.1
H 0.817838 0.608744 1.279137 0.0 0.2 0.0
H -0.837132 -1.564654 0.991424 0.1 0.1 -0.1
H -0.932624 -2.019672 -0.698948 0.0 0.1 0.1
H -0.797507 0.429955 -1.342418 0.0 0.0 0.1
H -2.244597 -0.031322 -0.452915 0.2 0.0 0.0
H -1.488043 0.966581 1.593871 0.1 0.0 -0.1
H -1.308817 2.149372 0.288818 0.0 -0.1 0.1
```
Positions in Å, forces in eV/Å.

=====

Here is an isolated molecule of C5H9NO from the OMol25 dataset. Energies are from wB97M-V/def2-TZVPD.

As for the multiplicity: 1. As for the charge: 0. The value obtained for the energy above the lowest of the compared OMol25 structures with the same formula, charge and spin is 149.29 kcal per mole. As for the LUMO energy (spin up / spin down): 0.70 / 0.54 eV. For the frontier orbital gap (spin up / spin down), the calculation gives 9.14 / 8.23 eV.

```
16
Properties=species:S:1:pos:R:3:forces:R:3
C 1.873489 0.075873 -0.671490 0.0 -1.7 0.2
C 2.136306 -1.206754 -0.631878 -0.1 -0.8 1.0
C 1.163495 0.675356 0.449304 0.1 1.9 1.4
C -0.299577 1.104393 0.119888 1.2 -2.8 1.2
C -3.175569 -0.716204 0.175784 0.1 -0.1 1.3
N -1.249097 0.183155 0.804961 1.0 0.3 -1.3
O -2.038318 -0.226386 -0.179733 -0.2 0.1 -0.5
H 2.201194 0.643496 -1.487313 0.2 1.1 -1.1
H 2.685352 -1.826621 -1.281805 0.6 -0.2 -1.2
H 1.207466 0.051539 1.401915 -0.2 0.6 -1.4
H 1.788976 1.581837 0.664281 -0.8 -0.3 0.2
H -0.535877 1.930950 0.673015 -0.2 3.0 0.8
H -0.457408 1.210088 -0.943273 -0.3 0.0 -0.2
H -3.301672 -0.713046 1.252945 -0.6 -0.3 -0.2
H 1.809199 -1.726171 0.249813 -0.2 -0.4 0.3
H -3.807960 -1.041500 -0.596418 -0.6 -0.4 -0.6
```
Positions in Å, forces in eV/Å.